Entry 1:
DFT (ωB97M-V with the def2-TZVPD basis set) results for 2 unconnected molecules or ions with the total composition C11H11ClO at a distorted geometry.

E_HOMO (alpha / beta)	-7.481 / -7.604	eV
energy	-26150.5869	eV
LUMO energy (alpha / beta)	-0.0136 / -0.0130	Eh
orbital gap (alpha / beta)	7.11 / 7.25	eV
ΔE to the lowest compared entry with this formula, charge and spin	1.336	eV

Cartesian coordinates (Å):
1 C -2.89 1.54 -0.11
2 C -2.48 1.48 1.19
3 C -2.18 1.14 -1.21
4 C -1.22 0.94 1.43
5 C -0.83 0.74 -0.98
6 C -0.42 0.62 0.34
7 C -0.06 -2.36 0.13
8 C 1.98 -0.24 1.24
9 C 2.12 0.00 -0.20
10 C 0.79 -0.04 0.44
11 C 2.50 -1.14 -1.09
12 O 0.27 -3.33 0.67
13 Cl -1.37 -2.19 -0.91
14 H -3.89 2.00 -0.33
15 H -3.08 1.88 1.98
16 H -2.60 1.16 -2.16
17 H -0.99 0.82 2.46
18 H -0.08 0.73 -1.81
19 H 1.99 -1.27 1.61
20 H 2.33 0.52 1.89
21 H 2.14 1.07 -0.40
22 H 1.65 -1.64 -1.63
23 H 3.18 -1.83 -0.67
24 H 3.11 -0.61 -1.89

Entry 2:
DFT (ωB97M-V with the def2-TZVPD basis set) results for C11H11ClSi in the gas phase at a distorted geometry.

E_HOMO	-8.804	eV
energy	-31984.5132	eV
LUMO energy	0.0255	Eh
orbital gap	9.50	eV
SMILES	Cl[Si@@H](c1ccccc1)C1C=CC=C1

Cartesian coordinates (Å):
1 Cl -2.91 0.44 1.81
2 Si -1.08 -0.23 1.03
3 C -1.19 0.01 -0.81
4 C -1.43 -1.17 -1.57
5 C -1.21 -1.08 -2.93
6 C -1.01 0.12 -3.50
7 C -0.90 1.29 -2.76
8 C -0.98 1.17 -1.39
9 C 0.43 1.00 1.87
10 C 1.73 0.76 1.25
11 C 2.58 0.05 2.00
12 C 1.83 -0.23 3.26
13 C 0.61 0.33 3.15
14 H -1.33 -1.69 1.21
15 H -1.75 -2.21 -1.11
16 H -1.26 -1.89 -3.59
17 H -0.90 0.21 -4.55
18 H -0.61 2.18 -3.16
19 H -0.76 1.95 -0.72
20 H 0.14 2.02 2.02
21 H 1.86 1.24 0.34
22 H 3.67 -0.30 1.65
23 H 2.27 -0.62 4.15
24 H -0.12 0.33 4.00

Entry 3:
DFT (ωB97M-V with the def2-TZVPD basis set) results for a molecular structure, C11H11F3O11P2PtS.

E_HOMO	-9.778	eV
energy	-74922.1721	eV
LUMO energy	-0.0591	Eh
orbital gap	8.17	eV
ΔE to the lowest compared entry with this formula, charge and spin	0.712	eV

Cartesian coordinates (Å):
1 Pt -0.66 1.42 -2.39
2 C 1.13 -2.05 -4.23
3 C 1.17 -1.85 -2.71
4 O 1.75 -2.96 -2.04
5 P -0.53 -1.75 -2.08
6 O -1.30 -3.02 -2.58
7 O -0.53 -1.88 -0.52
8 O -1.26 -0.53 -2.60
9 P 2.09 -0.29 -2.34
10 O 1.98 -0.14 -0.75
11 O 3.48 -0.39 -2.79
12 O 1.15 0.78 -2.96
13 H 0.67 -3.01 -4.46
14 H 2.15 -2.03 -4.61
15 H 0.57 -1.25 -4.72
16 H 2.65 -3.05 -2.37
17 H -1.40 -3.72 -1.93
18 H -0.46 -1.00 -0.07
19 H 2.83 -0.33 -0.34
20 F -1.62 0.33 6.96
21 C -0.41 0.41 6.39
22 F 0.27 -0.71 6.73
23 F 0.24 1.44 6.97
24 C -0.48 0.57 4.90
25 C -1.70 0.67 4.25
26 C -1.74 0.82 2.88
27 C -0.55 0.87 2.15
28 C 0.67 0.77 2.81
29 C 0.71 0.62 4.18
30 C -0.58 1.02 0.72
31 C -0.62 1.14 -0.48
32 H -2.62 0.63 4.82
33 H -2.68 0.90 2.36
34 H 1.59 0.82 2.24
35 H 1.66 0.54 4.70
36 O -0.27 3.38 -2.47
37 S -1.59 3.37 -3.31
38 O -2.14 4.61 -3.67
39 O -1.24 2.35 -4.35
40 O -2.39 2.49 -2.30

Entry 4:
DFT (ωB97M-V with the def2-TZVPD basis set) results for C11H11I in the gas phase at a distorted geometry.

E_HOMO (alpha / beta)	-8.147 / -7.106	eV
energy	-19679.5150	eV
LUMO energy (alpha / beta)	-0.0252 / -0.0035	Eh
orbital gap (alpha / beta)	7.46 / 7.01	eV
ΔE to the lowest compared entry with this formula, charge and spin	5.131	eV

Cartesian coordinates (Å):
1 C 2.77 0.38 -2.06
2 C 2.68 -0.12 -0.72
3 C 1.69 0.95 -2.59
4 C 1.46 -0.23 -0.08
5 C 0.36 0.77 -1.99
6 C 0.25 0.15 -0.71
7 C -2.16 0.10 -1.03
8 C -0.86 1.34 -2.39
9 C -1.11 -0.03 -0.10
10 C -1.24 1.18 0.93
11 C -1.25 -1.35 0.81
12 I -1.57 2.02 -4.15
13 H 3.76 0.42 -2.44
14 H 3.56 -0.43 -0.21
15 H 1.75 1.26 -3.65
16 H 1.43 -0.87 0.80
17 H -3.18 0.35 -0.84
18 H -2.17 1.16 1.29
19 H -1.20 2.10 0.47
20 H -0.47 0.97 1.63
21 H -2.25 -1.65 1.02
22 H -0.70 -1.26 1.72
23 H -0.78 -2.14 0.21

Entry 5:
DFT (ωB97M-V with the def2-TZVPD basis set) results for C11H11N3 in the gas phase at a distorted geometry.

E_HOMO	-7.271	eV
energy	-16050.4245	eV
LUMO energy	0.0147	Eh
orbital gap	7.67	eV
SMILES	Cc1c(C#N)[nH]n1Cc1ccccc1
ΔE to the lowest compared entry with this formula, charge and spin	5.640	eV

Cartesian coordinates (Å):
1 C -2.84 0.35 -2.16
2 C -2.36 -0.10 -0.85
3 C -2.87 0.18 0.96
4 C -3.70 -0.58 1.72
5 N -4.54 -1.10 2.33
6 N -1.48 0.35 1.03
7 N -1.16 0.20 -0.28
8 C 0.05 0.72 -0.87
9 C 1.27 0.22 -0.15
10 C 2.27 1.11 0.25
11 C 3.41 0.64 0.89
12 C 3.56 -0.72 1.14
13 C 2.56 -1.60 0.76
14 C 1.43 -1.13 0.11
15 H -3.29 1.35 -2.07
16 H -2.02 0.40 -2.87
17 H -3.60 -0.33 -2.54
18 H -0.89 -0.07 1.75
19 H 0.02 1.81 -0.87
20 H 0.07 0.38 -1.91
21 H 2.16 2.16 0.06
22 H 4.17 1.34 1.18
23 H 4.45 -1.08 1.63
24 H 2.67 -2.65 0.96
25 H 0.66 -1.83 -0.19

Entry 6:
DFT (ωB97M-V with the def2-TZVPD basis set) results for C11H11N3O3S in the gas phase at a distorted geometry.

E_HOMO	-8.309	eV
energy	-33029.8017	eV
LUMO energy	-0.0074	Eh
orbital gap	8.11	eV
SMILES	COc1ccc(S(=O)(=O)c2ccc(N)cc2)nn1
ΔE to the lowest compared entry with this formula, charge and spin	3.199	eV

Cartesian coordinates (Å):
1 C 1.63 1.47 -5.02
2 O 1.88 0.19 -4.36
3 C 1.08 -0.09 -3.25
4 C 0.96 -1.38 -2.82
5 C -0.01 -1.65 -1.82
6 C -0.79 -0.56 -1.32
7 S -1.99 -0.91 0.03
8 O -3.27 -0.16 -0.13
9 O -2.30 -2.31 0.06
10 C -1.12 -0.39 1.58
11 C -0.21 0.68 1.58
12 C 0.47 1.03 2.70
13 C 0.17 0.39 3.95
14 N 0.67 0.90 5.13
15 C -0.84 -0.71 3.84
16 C -1.36 -1.14 2.68
17 N -0.68 0.68 -1.81
18 N 0.30 0.95 -2.73
19 H 0.65 1.93 -4.74
20 H 1.51 1.22 -6.05
21 H 2.41 2.23 -4.82
22 H 1.62 -2.17 -3.29
23 H -0.21 -2.63 -1.39
24 H -0.22 1.38 0.73
25 H 1.12 1.93 2.67
26 H 0.17 0.61 5.98
27 H 1.44 1.60 5.22
28 H -1.02 -1.16 4.81
29 H -2.04 -1.94 2.56